123
Properties=species:S:1:pos:R:3:forces:R:3 method="wB97M-V/def2-TZVPD" multiplicity=1 orbital_gap_ev=5.4 de_lowest_kcal_mol=0.0 charge=-1 e_tot_ev=-112839.801 e_lumo_ev=1.2
Rb 0.960886 -0.479864 -1.324434 0.34 0.15 -0.25
C -1.327238 -0.468617 -4.621417 -0.02 -0.03 0.00
C -2.161649 -0.735620 -3.351470 0.00 0.03 0.02
C -2.458547 0.532733 -2.600707 -0.01 -0.03 -0.03
C -3.693617 1.163191 -2.729154 0.00 0.01 0.01
C -3.913525 2.358449 -2.069185 0.01 0.01 0.00
C -2.891739 2.891701 -1.302025 0.01 0.02 0.01
C -1.698335 2.190369 -1.219733 -0.01 -0.02 -0.01
N -1.480982 1.040887 -1.849667 -0.21 0.01 0.06
N 0.074939 -0.852752 -4.487875 0.00 -0.06 -0.03
C 0.904212 -0.180070 -5.472382 0.01 0.03 0.03
C 1.272931 1.244887 -5.113294 0.01 -0.01 -0.01
C 2.308120 1.871583 -5.802604 0.02 -0.01 0.02
C 2.676864 3.154987 -5.433550 -0.01 0.00 0.00
C 2.004327 3.773208 -4.391992 0.01 0.01 -0.01
C 0.975798 3.075613 -3.778742 -0.01 -0.01 0.00
N 0.609426 1.845691 -4.131660 -0.03 0.01 -0.02
C 0.197282 -2.295816 -4.607149 0.06 0.00 -0.02
C 1.559778 -2.855395 -4.269491 -0.01 0.01 -0.01
C 1.808755 -4.201839 -4.532871 0.00 0.01 0.00
C 3.022541 -4.742997 -4.167303 0.00 0.00 0.00
C 3.969800 -3.919454 -3.569784 0.01 0.01 0.00
C 3.642441 -2.592325 -3.365724 0.00 0.00 0.00
N 2.464126 -2.064577 -3.703458 -0.05 -0.01 0.05
H -1.361337 0.594682 -4.851816 0.01 0.00 0.01
H -1.776731 -1.003665 -5.477620 -0.01 0.00 0.00
H -1.633857 -1.425590 -2.691409 0.03 -0.08 -0.02
H -3.104182 -1.214903 -3.621854 0.00 0.00 0.00
H -4.468474 0.708539 -3.333157 0.00 0.00 0.00
H -4.867924 2.864792 -2.149486 0.00 0.00 0.00
H -3.021386 3.825028 -0.771625 0.01 0.03 0.03
H -0.874358 2.561027 -0.619436 0.02 0.02 0.01
H 0.432816 -0.199885 -6.473612 -0.03 0.02 0.01
H 1.840507 -0.728532 -5.557294 -0.01 -0.01 -0.04
H 2.828251 1.344718 -6.594121 0.00 0.00 0.00
H 3.494158 3.656215 -5.938951 0.00 0.00 0.00
H 2.280344 4.751991 -4.025331 0.00 0.00 0.01
H 0.436487 3.519519 -2.951955 0.00 0.01 -0.01
H -0.077248 -2.634214 -5.625198 0.01 0.00 -0.01
H -0.498619 -2.773838 -3.914528 -0.01 -0.01 -0.01
H 1.034955 -4.812506 -4.977655 0.00 0.00 0.00
H 3.225130 -5.794015 -4.334095 0.00 0.00 0.00
H 4.937263 -4.296163 -3.264196 0.00 0.00 0.00
H 4.339452 -1.904456 -2.902067 0.00 0.00 0.00
F 0.139777 -0.650484 5.463459 0.04 -0.01 0.01
C -0.046887 0.424402 4.646461 0.06 -0.08 0.02
C 0.862577 0.705371 3.669360 -0.02 -0.09 -0.05
C 0.674236 1.813055 2.843170 -0.02 0.01 0.03
C 1.520367 1.950527 1.631317 0.07 0.16 0.00
O 2.326009 1.071217 1.357371 0.16 -0.23 -0.09
C 1.295256 3.169282 0.874018 -0.07 -0.09 -0.03
C 0.373756 4.050846 1.320281 -0.04 0.01 -0.11
N -0.495462 3.847534 2.358641 0.06 -0.02 0.11
C -1.455089 4.851559 2.721907 -0.04 -0.01 0.01
C -2.149671 5.618730 1.642739 0.01 -0.02 -0.03
C -2.910781 4.600164 2.440254 0.00 0.00 -0.01
C -0.373350 2.697054 3.120790 0.10 0.05 -0.08
C -1.323607 2.353690 4.085470 -0.05 -0.05 0.06
C -1.211533 1.176402 4.800542 -0.38 0.17 -0.27
N -2.320358 0.671579 5.506263 0.46 -0.20 0.35
C -2.579648 -0.749480 5.520812 -0.15 0.04 -0.12
C -4.109173 -0.967689 5.489663 -0.04 0.04 0.05
N -4.746034 0.284771 5.000638 0.31 -0.11 0.26
C -4.585708 1.392394 5.985786 0.01 0.00 -0.04
C -3.097668 1.439168 6.431126 -0.24 0.01 -0.19
C 1.918302 3.473869 -0.500851 0.10 0.13 0.04
O 2.123872 4.679256 -0.745801 -0.05 0.02 -0.05
O 2.070226 2.487888 -1.250921 -0.12 -0.17 0.23
H 1.714752 0.062875 3.486238 -0.01 -0.01 0.00
H 0.263594 4.985981 0.787036 0.00 -0.01 0.01
H -1.209978 5.391092 3.631780 0.00 -0.01 0.00
H -1.902748 5.373519 0.620070 -0.02 -0.01 -0.02
H -2.332285 6.668519 1.822465 0.00 0.00 0.01
H -3.152008 3.657552 1.965388 -0.01 -0.03 0.00
H -3.630882 4.949224 3.169537 0.00 0.00 -0.01
H -2.238526 2.918594 4.156600 -0.06 0.04 0.00
H -2.161195 -1.261843 6.395148 0.00 -0.01 -0.02
H -2.136030 -1.184243 4.626328 0.01 -0.02 0.02
H -4.514528 -1.178393 6.479942 -0.01 -0.02 0.00
H -4.385367 -1.772626 4.812667 0.03 -0.03 0.01
H -5.722257 0.136479 4.758728 0.00 0.02 0.01
H -4.268159 0.573656 4.086899 -0.15 0.29 -0.70
H -5.255327 1.204533 6.825181 -0.02 0.02 0.00
H -4.890012 2.307762 5.480905 0.02 0.01 -0.01
H -3.002970 1.052585 7.455899 -0.01 -0.02 -0.01
H -2.749237 2.468835 6.433683 0.00 0.00 0.03
Cl -0.372975 -7.423188 2.605893 0.00 0.00 0.00
C -0.301562 -6.293547 1.265048 0.00 0.01 0.01
C -0.432985 -6.758137 -0.015274 0.01 0.00 -0.01
C -0.389046 -5.889912 -1.105237 -0.01 -0.01 0.01
I -0.703121 -6.671130 -3.016858 0.00 0.00 0.01
C -0.201805 -4.487753 -0.996403 0.02 -0.02 0.00
O -0.179141 -3.684498 -1.950149 0.02 0.02 -0.02
C -0.054538 -4.028769 0.401383 0.02 0.06 -0.04
N 0.120028 -2.701464 0.561620 -0.27 0.10 -0.01
C 0.151368 -2.191095 1.766665 0.09 -0.07 0.03
C 0.074335 -2.979232 2.929698 0.00 0.00 -0.06
C -0.046761 -4.334936 2.796192 0.02 0.01 0.05
C -0.129565 -4.911125 1.509947 -0.02 -0.04 -0.02
H -0.582059 -7.817230 -0.180970 0.00 0.00 0.00
H 0.249781 -1.113001 1.832829 0.06 0.03 0.05
H 0.126808 -2.516587 3.905012 0.01 0.03 0.06
H -0.093896 -4.979221 3.664733 0.00 0.01 0.00
N 4.636247 -3.057124 1.127393 0.00 0.00 0.01
C 3.426659 -3.005929 0.546712 0.02 0.01 0.01
N 3.330941 -1.914400 -0.170422 -0.05 -0.08 0.01
C 4.536626 -1.310813 0.008596 0.00 0.02 0.03
N 5.367077 -1.973093 0.791012 -0.01 0.01 0.01
C 4.856517 -0.011020 -0.607933 0.00 0.01 -0.01
C 5.788858 0.849139 -0.045057 -0.01 0.00 0.01
N 6.056154 2.037256 -0.579316 0.00 0.00 0.00
C 5.361724 2.362686 -1.662542 0.00 0.00 0.00
C 4.426815 1.502645 -2.227566 -0.01 0.01 0.01
N 4.185064 0.307230 -1.713483 0.01 -0.02 0.06
H 5.019512 -3.760366 1.732697 0.00 0.00 0.00
H 2.664138 -3.759741 0.673394 0.01 0.00 0.00
H 6.317827 0.569358 0.857625 0.00 0.00 0.00
H 5.535099 3.342759 -2.090191 0.00 0.00 0.00
H 3.854772 1.795402 -3.098216 0.01 0.00 -0.01
O -4.642383 -0.430452 1.368387 0.13 -0.03 0.22
N -3.716130 0.294504 1.743350 -0.13 -0.16 -0.38
O -3.975540 1.185274 2.646409 0.12 0.11 0.62
O -2.582931 0.219586 1.289115 -0.10 0.08 0.17



113
Properties=species:S:1:pos:R:3:forces:R:3 method="wB97M-V/def2-TZVPD" multiplicity=5 orbital_gap_ev="8.4 / 8.4" e_tot_ev=-89159.126 s2=6.01 e_lumo_ev="-0.4 / -0.4"
Fe 0.654478 1.613625 -0.549351 -0.09 -0.35 0.47
C 0.287360 -0.566109 0.046186 1.05 10.42 -1.06
O 1.544597 -0.205953 0.223646 2.14 -3.32 0.14
O -0.102039 -0.291269 -1.193205 -0.79 -3.22 -1.91
O -0.421481 0.216658 0.840016 -2.29 -2.60 2.48
C 3.645782 -1.346047 4.195490 -1.32 -0.78 0.18
C 2.658802 -1.651987 3.066001 -0.27 -0.15 -0.12
C 2.885218 -3.028981 2.449366 0.25 0.02 -0.96
O 1.286510 -1.582858 3.507342 0.29 0.02 0.47
H 3.346474 -0.424410 4.691414 0.35 0.17 -0.08
H 4.665346 -1.356010 3.819776 0.01 0.31 -0.04
H 3.552777 -2.150991 4.930352 0.14 0.05 0.13
H 2.760152 -0.871113 2.311222 0.24 -0.15 -0.20
H 3.943028 -3.299862 2.458857 -0.01 -0.03 -0.08
H 2.548048 -3.015652 1.406422 0.19 0.09 -0.08
H 2.315356 -3.862436 2.860268 0.04 0.27 0.68
H 0.738903 -1.463465 2.722201 0.04 0.19 0.01
C -3.056748 1.537566 5.058199 -0.04 -0.70 0.31
C -2.809258 1.047400 3.640542 0.54 0.63 -0.76
C -3.335703 1.989832 2.575332 -0.15 0.93 -0.07
O -1.379658 1.098449 3.510369 0.19 -0.44 0.58
H -4.055988 1.904194 5.293867 0.00 0.37 -0.51
H -2.271020 2.271905 5.231184 -0.30 0.24 0.28
H -2.935859 0.721387 5.774909 0.39 -0.02 -0.08
H -3.214816 0.047541 3.465580 0.18 -0.17 0.13
H -3.010449 3.008872 2.818308 -0.16 0.01 0.29
H -4.424319 2.002682 2.484928 0.01 -0.13 -0.06
H -2.867933 1.835759 1.600444 -0.23 -0.60 -0.03
H -1.042758 0.651612 2.720254 -0.36 -0.11 -0.29
C -4.225506 -1.084506 0.419329 -0.24 0.10 -0.65
C -3.580730 -0.791365 -0.939972 -0.13 -0.62 0.83
C -4.519146 -0.849941 -2.128622 0.33 0.40 -0.19
O -2.934564 0.488815 -0.827759 0.37 -0.15 -0.71
H -3.553879 -0.721001 1.194549 -0.10 -0.02 0.10
H -4.391666 -2.154872 0.555682 -0.09 0.02 -0.02
H -5.185203 -0.562138 0.452415 0.03 0.00 0.37
H -2.823401 -1.571028 -1.091740 0.19 0.28 -0.15
H -5.279615 -0.065821 -2.121811 0.00 0.00 0.23
H -5.012287 -1.817761 -2.214544 0.05 -0.03 0.10
H -3.901980 -0.691851 -3.014463 -0.17 -0.09 -0.17
H -1.986726 0.252055 -0.809915 0.05 -0.16 0.21
C 3.690542 -2.073253 -1.733264 0.48 0.20 -0.66
C 4.760020 -1.831369 -0.670393 -0.93 0.98 0.55
C 6.167566 -1.747849 -1.203554 0.35 0.30 -1.05
O 4.509500 -0.524933 -0.090170 -0.11 -0.11 0.03
H 2.685776 -2.138504 -1.322354 0.04 -0.20 0.22
H 3.913729 -2.949454 -2.346278 -0.11 -0.13 0.16
H 3.666435 -1.216007 -2.416282 0.14 0.01 -0.01
H 4.580879 -2.556780 0.130140 0.57 -0.22 -0.10
H 6.254853 -0.811569 -1.766946 -0.31 0.01 -0.05
H 6.377877 -2.518525 -1.948683 0.06 -0.26 0.32
H 6.995774 -1.659496 -0.501888 -0.34 -0.45 0.45
H 3.549083 -0.445347 0.026981 -0.07 -0.09 0.10
C -2.791083 3.617565 -2.554283 0.03 0.64 0.34
C -1.740714 3.913443 -1.468025 -0.15 0.34 -0.69
C -2.329507 4.720583 -0.338288 -0.25 -0.44 0.81
O -1.198870 2.685147 -0.961953 0.33 -0.83 0.09
H -3.459647 2.824608 -2.214320 0.14 -0.17 -0.10
H -2.387421 3.409066 -3.543277 0.16 -0.31 0.14
H -3.423545 4.500591 -2.669143 0.06 0.05 -0.01
H -0.875141 4.454467 -1.860967 -0.11 -0.07 -0.23
H -2.743578 5.674772 -0.659442 0.17 0.02 -0.11
H -1.587775 4.862598 0.446373 0.05 0.28 -0.13
H -3.129019 4.153860 0.150682 -0.11 0.01 -0.18
H -1.894651 1.998493 -1.001297 -0.14 0.19 0.16
C -1.023783 -1.080642 -4.661870 0.22 0.60 0.19
C -0.436218 -2.416045 -4.201559 0.11 -0.17 0.09
C 0.984241 -2.656789 -4.756352 -0.34 0.57 -0.56
O -0.410490 -2.582296 -2.796657 -0.19 0.32 0.01
H -1.439127 -1.201447 -5.663169 0.34 0.27 -0.18
H -0.279152 -0.280929 -4.610042 0.16 -0.13 -0.45
H -1.833266 -0.656861 -4.063318 -0.15 -0.68 0.34
H -1.136451 -3.135122 -4.633308 0.22 -0.54 0.46
H 1.604019 -3.328268 -4.167993 -0.39 -0.18 0.24
H 1.504549 -1.693341 -4.782412 0.12 -0.04 -0.07
H 0.940804 -3.045788 -5.776438 0.08 0.11 -0.05
H -0.079421 -1.752908 -2.395144 -0.28 -0.18 0.08
C 0.297890 3.812104 2.084649 1.13 -0.32 -1.78
C 1.682703 3.155665 2.005942 -1.01 0.98 2.71
C 1.843531 2.102832 3.120619 -0.11 0.28 -0.86
O 1.994548 2.721959 0.681057 0.36 0.15 0.46
H -0.427782 3.148407 1.611296 -0.39 0.00 0.60
H 0.380604 4.699162 1.446833 -0.35 0.15 0.22
H 0.109771 4.088465 3.112803 -0.41 -0.10 0.01
H 2.350997 3.973665 2.307743 0.37 -0.12 -0.58
H 1.310912 1.187183 2.863531 0.46 -0.26 -0.04
H 1.356304 2.463048 4.023807 0.06 0.19 0.03
H 2.910646 2.013853 3.332546 -0.09 -0.69 0.01
H 2.942954 2.540180 0.752103 -0.14 -0.39 -0.69
C -1.158722 -3.598317 1.317622 -0.36 0.28 -0.78
C -1.518124 -3.888548 2.759183 -0.22 0.10 0.21
C -2.862673 -4.599104 2.915264 0.02 -0.01 0.59
O -0.531242 -4.664611 3.419658 0.15 -0.07 0.06
H -0.133584 -3.265264 1.131014 0.15 -0.12 0.46
H -1.784966 -2.769438 0.973018 -0.12 -0.07 -0.11
H -1.334138 -4.440110 0.644283 0.01 -0.10 0.14
H -1.612958 -2.917743 3.263273 0.06 -0.02 0.14
H -3.686620 -3.960804 2.593442 0.06 -0.11 -0.38
H -3.065818 -4.800412 3.970256 0.25 0.18 0.09
H -2.903567 -5.586937 2.454716 0.11 0.19 -0.44
H 0.220437 -4.082199 3.585888 -0.01 -0.02 0.02
C 0.560382 2.260220 -4.305440 -1.38 0.16 -0.50
C 1.597798 1.753113 -3.335066 0.29 1.17 -0.22
C 3.004112 1.740454 -3.850816 0.58 -1.32 -0.40
O 1.612354 2.710221 -2.204174 -0.57 -1.22 0.07
H 0.619580 1.865447 -5.321077 0.35 -0.20 0.12
H 0.489745 3.347816 -4.402870 0.74 0.05 0.12
H -0.457996 2.028051 -3.975610 0.16 -0.33 0.22
H 1.346735 0.758682 -2.959025 -0.14 0.18 0.26
H 3.117951 0.988673 -4.639721 -0.24 0.35 -0.30
H 3.672142 1.321695 -3.093169 0.04 0.53 0.25
H 3.344962 2.709948 -4.218121 0.00 0.00 0.03
H 2.214221 3.410096 -2.473620 0.01 0.15 0.40



63
Properties=species:S:1:pos:R:3:forces:R:3 method="wB97M-V/def2-TZVPD" multiplicity=5 orbital_gap_ev="7.3 / 4.4" de_lowest_kcal_mol=3.9 charge=+1 e_tot_ev=-57664.300 s2=6.10 e_lumo_ev="-2.7 / -5.6"
Pt 1.102163 0.221404 0.785603 0.40 0.08 -0.25
O 0.952986 -0.193112 -1.371584 0.09 -0.18 -0.03
C 1.739188 -1.153881 -1.772694 0.00 0.26 0.07
C 1.242742 -2.128801 -2.670279 -0.09 -0.04 -0.08
C 2.022353 -3.175042 -3.102676 -0.01 -0.02 -0.02
C 3.357876 -3.313799 -2.687156 -0.10 -0.09 -0.10
C 3.879700 -2.366483 -1.848714 0.07 0.15 0.15
C 3.101978 -1.291136 -1.368768 -0.02 -0.15 0.02
C 3.741341 -0.293508 -0.558621 0.11 0.17 -0.20
N 3.109803 0.640791 0.051472 0.17 -0.19 0.50
C 3.800393 1.737127 0.715790 -0.08 -0.09 -0.10
C 2.763175 2.824479 0.956103 -0.02 0.01 0.05
N 1.637059 2.197551 1.641997 -0.26 0.04 -0.57
C 0.927211 2.848321 2.468838 0.11 -0.04 0.35
C -0.042700 2.235153 3.368411 -0.09 -0.02 -0.06
C -0.900178 3.050128 4.074956 0.02 0.04 -0.08
C -1.796387 2.525349 5.002647 -0.08 -0.11 0.08
C -1.818218 1.142538 5.283448 -0.07 0.17 0.05
C -0.963303 0.302750 4.641089 0.07 -0.02 -0.02
C -0.049407 0.798966 3.640588 0.16 -0.02 -0.14
O 0.713585 -0.007567 3.054219 -0.25 0.03 0.21
H 0.215254 -2.013993 -3.000300 0.06 -0.03 0.00
H 1.601214 -3.906100 -3.785425 0.01 0.05 0.04
H 3.967547 -4.131859 -3.047396 -0.04 0.03 0.02
H 4.919813 -2.434543 -1.540403 -0.07 0.04 -0.01
H 4.835575 -0.317395 -0.515525 -0.02 0.07 -0.09
H 4.600174 2.130067 0.089732 0.09 -0.01 -0.03
H 4.228043 1.414819 1.668651 -0.03 -0.05 0.04
H 2.423214 3.226723 0.001135 -0.05 -0.05 -0.07
H 3.185875 3.632848 1.552425 -0.03 0.08 0.04
H 1.093438 3.921847 2.593589 0.02 0.00 0.11
H -0.879831 4.117877 3.888218 -0.04 -0.02 0.05
H -2.479765 3.186860 5.519853 0.04 -0.03 -0.02
H -2.513652 0.753677 6.016631 0.01 0.05 -0.03
H -0.944053 -0.761800 4.838576 0.02 0.04 -0.04
C -2.968894 2.040170 -4.956143 0.02 -0.01 0.09
C -2.845140 1.552782 -3.537293 0.01 0.04 -0.08
C -3.277639 0.277118 -3.178165 0.01 -0.02 -0.06
C -3.192590 -0.161719 -1.869782 0.05 -0.01 0.05
C -2.660783 0.692642 -0.911568 -0.11 0.16 -0.02
C -2.213305 1.970995 -1.241132 0.02 -0.18 0.00
C -2.310124 2.387883 -2.554148 0.02 0.00 -0.02
S -2.571770 0.167714 0.745855 -0.05 0.04 -0.17
O -3.585762 -0.806696 1.021821 0.08 -0.01 0.00
O -2.401476 1.297303 1.607443 0.01 0.04 0.10
N -1.055906 -0.550389 0.737066 0.12 -0.57 0.41
C -0.795933 -1.859678 0.630176 -0.26 0.13 -0.10
C -1.695652 -2.939630 0.405620 0.14 0.26 0.08
C -1.164731 -4.206476 0.266103 0.09 -0.04 0.00
C 0.206129 -4.388041 0.357666 0.03 0.01 -0.01
C 1.035747 -3.270522 0.597034 0.11 -0.14 -0.05
N 0.557414 -2.066493 0.728531 -0.27 0.03 -0.06
H -3.240214 1.233193 -5.634736 0.01 0.01 0.02
H -2.032864 2.483849 -5.299261 -0.03 -0.02 0.02
H -3.739560 2.811308 -5.022984 0.02 -0.02 0.00
H -3.690924 -0.379008 -3.935086 0.00 0.04 0.02
H -3.544987 -1.148546 -1.591104 -0.01 0.09 -0.01
H -1.805527 2.612185 -0.470291 -0.04 -0.01 -0.04
H -1.966305 3.378589 -2.828465 -0.02 -0.03 0.01
H -2.757312 -2.757326 0.359718 0.00 0.04 0.00
H -1.818009 -5.049732 0.083647 0.02 0.02 0.01
H 0.648698 -5.368151 0.239766 0.01 0.05 0.02
H 2.113183 -3.373582 0.665288 -0.04 -0.06 -0.03